# C4H4O2Tm

C4H4O2Tm as an isolated structure (ωB97M-V with the def2-TZVPD basis set, the Open Molecules 2025 dataset).

Results
HOMO energy (spin up / spin down) (eV): -22.75 / -21.90
Electronic energy (a.u.): -1389.06673
Expectation value of S²: 2.01
Energy above the lowest of the compared OMol25 structures with the same formula, charge and spin (kJ/mol): 42.0
Multiplicity: 3
Total charge: +3
Kohn-Sham gap (spin up / spin down) (Eh): 0.328 / 0.255

```
11
C4H4O2Tm, DFT ωB97M-V with the def2-TZVPD basis set
C -1.5361 -0.3440 -0.3294
O -1.4903 0.7584 -1.0149
H -2.3798 1.0464 -1.2592
C 0.2535 -1.6172 -0.6657
C -0.1012 -0.6529 0.2438
C 0.8533 0.2884 0.7412
O 0.7396 1.5049 0.8583
Tm 1.7567 3.4415 1.7990
H -0.3797 -2.4999 -0.7744
H 1.1704 -1.5193 -1.2513
H 1.1136 -0.4062 1.6528
```

Löwdin charges, unit e, in atom order: number 1, C, carries 0.32; number 2, O, carries 0.23; number 3, H, carries 0.19; number 4, C, carries 0.26; number 5, C, carries -0.16; number 6, C, carries -0.14; number 7, O, carries -0.09; number 8, Tm, carries 1.88; number 9, H, carries 0.15; number 10, H, carries 0.15; number 11, H, carries 0.22


# C21H23MoN2O2

C21H23MoN2O2 as an isolated structure (ωB97M-V with the def2-TZVPD basis set, the Open Molecules 2025 dataset).

Results
HOMO energy (spin up / spin down) (eV): -10.30 / -10.41
Electronic energy (a.u.): -1142.01765
Total charge: +1
Kohn-Sham gap (spin up / spin down) (Eh): 0.249 / 0.250

```
49
C21H23MoN2O2, DFT ωB97M-V with the def2-TZVPD basis set
Mo 0.2844 0.2629 1.1130
C 3.9152 -0.6976 -1.1927
C 4.2015 0.5340 -1.7805
C 3.4211 1.6330 -1.5004
C 2.3000 1.5043 -0.6696
C 1.9850 0.2505 -0.0915
C 2.8265 -0.8253 -0.3478
C 1.3396 2.5523 -0.4374
C 1.4285 3.8666 -0.9327
C 0.3627 4.7170 -0.8326
C -0.8475 4.2638 -0.2440
C -2.0333 5.0129 -0.2141
C -3.1795 4.4933 0.3405
C -3.1582 3.2407 0.9551
C -2.0020 2.4962 0.9752
C -0.8465 2.9633 0.3272
N 0.2363 2.1466 0.2367
H 4.5398 -1.5522 -1.4099
H 5.0330 0.6273 -2.4630
H 3.6662 2.5877 -1.9393
H 2.6109 -1.7846 0.1117
H 2.3379 4.1824 -1.4149
H 0.4228 5.7173 -1.2290
H -2.0403 6.0015 -0.6443
H -4.0959 5.0615 0.3301
H -4.0537 2.8582 1.4185
H -1.9743 1.5256 1.4879
N -2.3642 -1.1169 -1.7588
C -1.5561 -1.0568 -0.6933
O -0.8940 -0.0178 -0.4433
C -1.4500 -2.2066 0.2698
C -0.5921 -1.7418 1.4583
H -2.4483 -0.3158 -2.3683
H -2.8581 -1.9605 -1.9960
H -1.0170 -3.0772 -0.2345
H -2.4670 -2.4824 0.5671
H 0.1532 -2.5145 1.6802
H -1.2448 -1.6901 2.3481
C 1.7673 -0.6474 4.6292
C 1.7479 0.6461 3.8125
C 1.0311 1.7838 4.5472
O 1.0964 0.4194 2.6190
H 2.3471 -0.5236 5.5375
H 2.2102 -1.4446 4.0338
H 0.7474 -0.9247 4.8915
H 2.7857 0.9592 3.5846
H 0.0358 1.4524 4.8448
H 0.9471 2.6483 3.8849
H 1.5944 2.0743 5.4283
```

Löwdin charges, unit e, in atom order: number 1, Mo, carries 1.59; number 2, C, carries -0.06; number 3, C, carries -0.06; number 4, C, carries -0.02; number 5, C, carries -0.19; number 6, C, carries -0.19; number 7, C, carries -0.09; number 8, C, carries -0.18; number 9, C, carries 0.02; number 10, C, carries 0.04; number 11, C, carries -0.14; number 12, C, carries -0.01; number 13, C, carries -0.06; number 14, C, carries -0.05; number 15, C, carries -0.03; number 16, C, carries -0.20; number 17, N, carries -0.03; number 18, H, carries 0.11; number 19, H, carries 0.11; number 20, H, carries 0.11; number 21, H, carries 0.10; number 22, H, carries 0.11; number 23, H, carries 0.13; number 24, H, carries 0.12; number 25, H, carries 0.11; number 26, H, carries 0.11; number 27, H, carries 0.09; number 28, N, carries 0.23; number 29, C, carries -0.43; number 30, O, carries -0.17; number 31, C, carries -0.18; number 32, C, carries -0.25; number 33, H, carries 0.14; number 34, H, carries 0.13; number 35, H, carries 0.13; number 36, H, carries 0.12; number 37, H, carries 0.05; number 38, H, carries 0.05; number 39, C, carries -0.03; number 40, C, carries -0.48; number 41, C, carries -0.04; number 42, O, carries -0.36; number 43, H, carries 0.09; number 44, H, carries 0.08; number 45, H, carries 0.09; number 46, H, carries 0.16; number 47, H, carries 0.09; number 48, H, carries 0.08; number 49, H, carries 0.09


# C27H33N5O6ReSTe

C27H33N5O6ReSTe as an isolated structure (ωB97M-V with the def2-TZVPD basis set, the Open Molecules 2025 dataset).

Results
HOMO energy (spin up / spin down) (eV): -14.05 / -14.16
Electronic energy (a.u.): -2517.95341
Expectation value of S²: 3.77
Energy above the lowest of the compared OMol25 structures with the same formula, charge and spin (kJ/mol): 0.0
Multiplicity: 4
Total charge: +2
Kohn-Sham gap (spin up / spin down) (Eh): 0.341 / 0.273

```
74
C27H33N5O6ReSTe, DFT ωB97M-V with the def2-TZVPD basis set
Re -1.0892 0.2781 1.4993
C -3.1673 6.8478 -1.9059
C -3.0532 5.7167 -0.9270
C -4.1714 4.9285 -0.6333
C -4.0956 3.8905 0.2712
C -2.8709 3.6325 0.8855
C -1.7427 4.3934 0.6195
C -1.8478 5.4348 -0.2897
S -2.8285 2.3291 2.0328
O -3.7510 2.5141 3.0943
O -3.0235 1.0378 1.2240
N -1.2820 2.0766 2.4524
C -1.0275 1.9281 3.9037
C -1.3027 0.5036 4.3531
O -1.3422 0.1508 5.4796
O -1.4583 -0.3613 3.3016
H -3.3506 6.4655 -2.9116
H -2.2613 7.4494 -1.9297
H -4.0048 7.4963 -1.6484
H -5.1179 5.1477 -1.1113
H -4.9730 3.3032 0.5124
H -0.8094 4.1904 1.1274
H -0.9810 6.0501 -0.4937
H -1.6324 2.6151 4.4915
H 0.0217 2.1499 4.0917
N -1.0629 -1.8684 1.0724
C 0.0911 -2.4883 1.7945
C 0.6964 -3.6756 1.0392
C 1.5859 -3.3272 -0.1776
C 2.9526 -4.0100 -0.1138
N 3.7180 -3.4824 1.0142
C 4.9132 -2.9121 0.9723
N 5.2320 -2.0390 1.9274
N 5.7851 -3.2102 0.0033
C 1.1396 -1.4243 2.1151
O 2.2055 -1.7333 2.6012
O 0.8120 -0.1872 1.8313
H -1.9286 -2.2432 1.4582
H -1.0540 -2.1114 0.0798
H -0.2830 -2.8405 2.7564
H -0.1219 -4.3323 0.7368
H 1.2597 -4.2575 1.7720
H 1.7365 -2.2447 -0.2647
H 1.1013 -3.6454 -1.1020
H 3.5057 -3.8438 -1.0374
H 2.8224 -5.0875 0.0081
H 3.1638 -3.2170 1.8244
H 4.4964 -1.6329 2.4915
H 6.1735 -1.7070 2.0473
H 5.6945 -4.0758 -0.5029
H 6.6931 -2.7763 -0.0118
Te -0.9287 1.0714 -1.1626
C 1.0358 0.7713 -1.8480
C 1.2293 0.7037 -3.2250
C 2.5133 0.5606 -3.7279
C 3.5974 0.5108 -2.8610
C 3.3982 0.5987 -1.4910
C 2.1146 0.7252 -0.9732
C -1.7625 -0.7644 -1.7969
C -3.1273 -0.9339 -1.5849
C -3.7180 -2.1513 -1.8986
C -2.9523 -3.1834 -2.4259
C -1.5929 -3.0003 -2.6422
C -0.9866 -1.7894 -2.3224
H 0.3904 0.7640 -3.9086
H 2.6666 0.5072 -4.7973
H 4.5999 0.4214 -3.2581
H 4.2448 0.5878 -0.8164
H 1.9744 0.7929 0.0960
H -3.7332 -0.1319 -1.1785
H -4.7797 -2.2873 -1.7406
H -3.4188 -4.1249 -2.6829
H -1.0024 -3.7968 -3.0772
H 0.0725 -1.6469 -2.5016
```

Löwdin charges, unit e, in atom order: number 1, Re, carries 1.48; number 2, C, carries -0.03; number 3, C, carries -0.24; number 4, C, carries 0.00; number 5, C, carries -0.04; number 6, C, carries -0.34; number 7, C, carries -0.07; number 8, C, carries -0.01; number 9, S, carries 0.67; number 10, O, carries -0.19; number 11, O, carries -0.50; number 12, N, carries -0.33; number 13, C, carries -0.12; number 14, C, carries -0.54; number 15, O, carries 0.18; number 16, O, carries -0.21; number 17, H, carries 0.10; number 18, H, carries 0.08; number 19, H, carries 0.10; number 20, H, carries 0.13; number 21, H, carries 0.13; number 22, H, carries 0.11; number 23, H, carries 0.12; number 24, H, carries 0.14; number 25, H, carries 0.14; number 26, N, carries 0.00; number 27, C, carries -0.23; number 28, C, carries -0.11; number 29, C, carries -0.15; number 30, C, carries -0.14; number 31, N, carries 0.10; number 32, C, carries -0.43; number 33, N, carries 0.22; number 34, N, carries 0.22; number 35, C, carries -0.54; number 36, O, carries 0.09; number 37, O, carries -0.20; number 38, H, carries 0.14; number 39, H, carries 0.08; number 40, H, carries 0.17; number 41, H, carries 0.13; number 42, H, carries 0.13; number 43, H, carries 0.11; number 44, H, carries 0.11; number 45, H, carries 0.12; number 46, H, carries 0.14; number 47, H, carries 0.11; number 48, H, carries 0.11; number 49, H, carries 0.13; number 50, H, carries 0.13; number 51, H, carries 0.13; number 52, Te, carries 1.55; number 53, C, carries -0.52; number 54, C, carries -0.14; number 55, C, carries -0.05; number 56, C, carries -0.06; number 57, C, carries -0.07; number 58, C, carries -0.14; number 59, C, carries -0.53; number 60, C, carries -0.14; number 61, C, carries -0.05; number 62, C, carries -0.05; number 63, C, carries -0.07; number 64, C, carries -0.15; number 65, H, carries 0.11; number 66, H, carries 0.12; number 67, H, carries 0.11; number 68, H, carries 0.11; number 69, H, carries 0.08; number 70, H, carries 0.10; number 71, H, carries 0.12; number 72, H, carries 0.12; number 73, H, carries 0.12; number 74, H, carries 0.09


# CH9NO3

A 4-piece molecular cluster, CH9NO3 overall (ωB97M-V with the def2-TZVPD basis set, the Open Molecules 2025 dataset).

Results
SMILES string: C=N.O.O.O
HOMO energy (eV): -10.74
Electronic energy (a.u.): -323.92077
Energy above the lowest of the compared OMol25 structures with the same formula, charge and spin (kJ/mol): 122.9
Total charge: 0
Kohn-Sham gap (Eh): 0.407

```
14
CH9NO3, DFT ωB97M-V with the def2-TZVPD basis set
C 0.8100 0.2089 1.7747
N 1.0406 0.4361 0.5690
H -0.2074 0.3541 2.2371
H 1.3366 -0.3753 2.5318
H 1.9372 0.0837 0.1764
O -2.0812 -1.9995 0.3160
H -2.8804 -1.4775 0.4510
H -1.3945 -1.5441 -0.2146
O -0.6849 2.9231 -0.2402
H -0.8542 2.3248 -0.9843
H -0.1002 2.2799 0.1970
O 1.3918 -0.9650 -2.2306
H 0.9986 -1.4430 -2.9868
H 0.6879 -0.8062 -1.5966
```

Löwdin charges, unit e, in atom order: number 1, C, carries -0.13; number 2, N, carries 0.02; number 3, H, carries 0.08; number 4, H, carries 0.07; number 5, H, carries 0.07; number 6, O, carries -0.07; number 7, H, carries 0.04; number 8, H, carries 0.03; number 9, O, carries -0.09; number 10, H, carries 0.03; number 11, H, carries -0.02; number 12, O, carries -0.07; number 13, H, carries 0.05; number 14, H, carries -0.01


# C5H8N2O

An isolated molecule of C5H8N2O (ωB97M-V with the def2-TZVPD basis set, the Open Molecules 2025 dataset).

Results
SMILES string: [H]/N=C/N1C=C[C@@H](C)O1
HOMO energy (eV): -8.54
Electronic energy (a.u.): -379.81529
Energy above the lowest of the compared OMol25 structures with the same formula, charge and spin (kJ/mol): 716.5
Total charge: 0
Kohn-Sham gap (Eh): 0.340

```
16
C5H8N2O, DFT ωB97M-V with the def2-TZVPD basis set
H 0.0914 -2.1244 2.5219
N -0.2262 -1.2191 2.3840
C 0.7744 -0.7661 1.5360
N 0.4977 0.4016 1.0746
C 1.2593 0.8571 -0.1164
C 0.5278 1.5064 -1.0308
C -0.8182 1.0463 -0.5406
C -1.1007 -0.4830 -1.0327
O -0.6805 1.1323 0.8454
H 1.8294 -1.2316 1.2749
H 2.4038 0.3469 -0.4864
H 0.9433 1.5902 -1.9071
H -1.7198 1.7903 -1.0414
H -2.1288 -0.8723 -0.9155
H -1.1036 -0.7872 -2.1650
H -0.5493 -1.1874 -0.4010
```

Löwdin charges, unit e, in atom order: number 1, H, carries -0.04; number 2, N, carries 0.08; number 3, C, carries -0.27; number 4, N, carries -0.12; number 5, C, carries -0.06; number 6, C, carries -0.04; number 7, C, carries -0.35; number 8, C, carries -0.04; number 9, O, carries -0.01; number 10, H, carries 0.17; number 11, H, carries 0.20; number 12, H, carries 0.05; number 13, H, carries 0.20; number 14, H, carries 0.06; number 15, H, carries 0.11; number 16, H, carries 0.05


# C7H11NPTm

C7H11NPTm as an isolated structure (ωB97M-V with the def2-TZVPD basis set, the Open Molecules 2025 dataset).

Results
HOMO energy (spin up / spin down) (eV): -5.58 / -5.68
Electronic energy (a.u.): -1754.40278
Expectation value of S²: 2.00
Multiplicity: 3
Total charge: 0
Kohn-Sham gap (spin up / spin down) (Eh): 0.197 / 0.200

```
21
C7H11NPTm, DFT ωB97M-V with the def2-TZVPD basis set
C -0.3409 1.4158 -1.9567
C 0.4446 0.8824 -2.9433
C 0.7085 -0.5153 -3.0550
C -0.0569 -1.4785 -2.3094
C -0.8359 -1.1658 -1.2299
Tm 0.9357 0.0314 -0.7295
P -0.2296 2.1340 0.8290
H -0.6997 2.4488 -1.9538
H 0.9876 1.5089 -3.6632
H 1.4535 -0.8485 -3.7820
H -1.5173 -1.8798 -0.7548
H 0.0988 -2.5167 -2.6464
H -1.4766 1.7970 1.4589
H -0.6229 3.4330 0.3957
H 0.4674 2.5549 1.9998
C -0.0335 -1.4429 3.8343
C 0.4153 -1.0561 2.5203
N 0.7612 -0.6871 1.4713
H 0.8035 -1.9014 4.3886
H -0.8634 -2.1672 3.7568
H -0.3994 -0.5467 4.3694
```

Löwdin charges, unit e, in atom order: number 1, C, carries -0.28; number 2, C, carries -0.40; number 3, C, carries -0.32; number 4, C, carries -0.40; number 5, C, carries -0.21; number 6, Tm, carries 0.94; number 7, P, carries 0.68; number 8, H, carries -0.01; number 9, H, carries 0.08; number 10, H, carries 0.08; number 11, H, carries 0.00; number 12, H, carries 0.08; number 13, H, carries -0.10; number 14, H, carries -0.10; number 15, H, carries -0.15; number 16, C, carries -0.04; number 17, C, carries -0.18; number 18, N, carries 0.03; number 19, H, carries 0.10; number 20, H, carries 0.10; number 21, H, carries 0.10


Calculated max |F|, 5.62; 2.60; 0.43; 2.93; 9.25; 3.21 eV/A (same order as the records).